1.
{
  "formula": "C29H66N10O9",
  "method": "ωB97M-V/def2-TZVPD",
  "orbital_gap_ev": 9.39,
  "multiplicity": 1,
  "max_force_ha_per_bohr": 0.050,
  "e_above_lowest_kj_mol": 555.06,
  "homo_energy_ev": -8.89,
  "smiles": "CN(C)C=O.CN(C)C=O.CN(C)C=O.CN(C)C=O.CN(C)C=O.CN(C)C=O.CN(C)C=O.CN(C)C=O.CN(C)C=O.CC#N",
  "elements": ["C", "N", "C", "C", "O", "H", "H", "H", "H", "H", "H", "H", "C", "N", "C", "C", "O", "H", "H", "H", "H", "H", "H", "H", "C", "N", "C", "C", "O", "H", "H", "H", "H", "H", "H", "H", "C", "N", "C", "C", "O", "H", "H", "H", "H", "H", "H", "H", "C", "N", "C", "C", "O", "H", "H", "H", "H", "H", "H", "H", "C", "N", "C", "C", "O", "H", "H", "H", "H", "H", "H", "H", "C", "N", "C", "C", "O", "H", "H", "H", "H", "H", "H", "H", "C", "N", "C", "C", "O", "H", "H", "H", "H", "H", "H", "H", "C", "N", "C", "C", "O", "H", "H", "H", "H", "H", "H", "H", "C", "C", "N", "H", "H", "H"],
  "xyz": [[-0.17, -1.11, 4.62], [1.02, -0.81, 3.84], [1.38, -1.88, 2.94], [1.76, 0.32, 3.92], [2.73, 0.52, 3.20], [0.01, -1.95, 5.31], [-0.88, -1.54, 3.91], [-0.72, -0.27, 5.02], [2.15, -1.55, 2.24], [1.68, -2.77, 3.50], [0.56, -2.07, 2.25], [1.41, 1.12, 4.59], [1.02, 1.15, -1.04], [-0.05, 0.57, -0.23], [0.21, -0.67, 0.50], [-1.25, 1.16, -0.19], [-2.22, 0.75, 0.42], [0.62, 1.59, -1.95], [1.77, 0.43, -1.36], [1.54, 1.99, -0.58], [-0.63, -0.94, 1.13], [0.34, -1.48, -0.22], [1.11, -0.55, 1.11], [-1.20, 2.06, -0.82], [3.46, -1.48, -2.57], [2.72, -0.86, -3.66], [2.02, -1.76, -4.57], [2.85, 0.45, -3.94], [2.36, 0.98, -4.93], [4.34, -1.93, -3.03], [2.89, -2.28, -2.09], [3.79, -0.76, -1.83], [2.70, -2.26, -5.26], [1.61, -2.55, -3.95], [1.22, -1.32, -5.16], [3.37, 1.07, -3.20], [3.21, -4.31, -0.89], [1.94, -4.76, -0.34], [0.82, -4.08, -0.93], [1.85, -5.57, 0.73], [0.75, -5.96, 1.09], [3.39, -3.29, -0.52], [3.18, -4.19, -1.97], [4.03, -4.96, -0.61], [0.83, -3.90, -2.01], [-0.15, -4.56, -0.79], [0.70, -3.07, -0.51], [2.80, -5.89, 1.18], [-4.22, -3.70, 0.61], [-2.83, -4.07, 0.70], [-2.50, -5.41, 0.28], [-1.90, -3.33, 1.31], [-2.03, -2.26, 1.89], [-4.84, -4.39, 1.19], [-4.59, -3.64, -0.42], [-4.46, -2.75, 1.10], [-1.48, -5.70, 0.55], [-3.08, -6.25, 0.66], [-2.43, -5.50, -0.81], [-0.97, -3.90, 1.37], [-5.29, 3.78, 2.33], [-5.45, 4.00, 0.90], [-6.14, 5.19, 0.50], [-4.54, 3.43, 0.07], [-4.33, 3.66, -1.10], [-4.65, 4.58, 2.71], [-4.77, 2.85, 2.57], [-6.25, 3.83, 2.83], [-7.20, 5.20, 0.78], [-5.74, 6.07, 1.02], [-6.13, 5.40, -0.56], [-3.98, 2.63, 0.58], [-1.84, 3.77, -4.28], [-0.89, 4.37, -3.36], [-1.47, 4.98, -2.16], [0.41, 3.97, -3.38], [1.19, 4.17, -2.47], [-2.73, 4.40, -4.34], [-2.20, 2.80, -3.94], [-1.31, 3.66, -5.23], [-2.05, 5.87, -2.43], [-2.22, 4.28, -1.78], [-0.71, 5.25, -1.43], [0.76, 3.52, -4.32], [6.23, -1.98, 0.03], [5.62, -0.66, -0.01], [4.62, -0.30, 0.99], [6.10, 0.22, -0.93], [5.61, 1.34, -0.97], [5.57, -2.83, -0.16], [6.82, -2.11, 0.93], [6.94, -2.08, -0.80], [3.86, -1.07, 1.12], [5.13, -0.03, 1.91], [4.16, 0.62, 0.62], [6.93, -0.12, -1.57], [-1.37, 3.83, 1.57], [-0.85, 3.70, 2.91], [0.11, 4.66, 3.43], [-1.25, 2.62, 3.64], [-0.89, 2.26, 4.74], [-0.60, 3.66, 0.81], [-1.83, 4.81, 1.46], [-2.18, 3.11, 1.48], [0.56, 4.29, 4.35], [0.91, 4.93, 2.75], [-0.44, 5.57, 3.69], [-2.07, 2.12, 3.08], [-2.66, -2.22, -1.28], [-1.52, -2.68, -2.07], [-0.60, -3.03, -2.66], [-2.82, -1.17, -1.53], [-2.47, -2.33, -0.22], [-3.57, -2.73, -1.59]]
}


2.
{
  "formula": "C29H68NO22",
  "method": "ωB97M-V/def2-TZVPD",
  "orbital_gap_ev": 5.98,
  "multiplicity": 1,
  "charge": 1,
  "max_force_ha_per_bohr": 0.104,
  "homo_energy_ev": -11.03,
  "elements": ["C", "C", "C", "C", "C", "O", "O", "C", "C", "C", "O", "C", "O", "C", "C", "N", "H", "H", "H", "H", "H", "H", "H", "H", "H", "H", "H", "H", "H", "H", "C", "C", "O", "O", "H", "H", "H", "H", "H", "H", "C", "C", "O", "O", "H", "H", "H", "H", "H", "H", "C", "C", "O", "O", "H", "H", "H", "H", "H", "H", "C", "C", "O", "O", "H", "H", "H", "H", "H", "H", "C", "C", "O", "O", "H", "H", "H", "H", "H", "H", "C", "C", "O", "O", "H", "H", "H", "H", "H", "H", "C", "C", "O", "O", "H", "H", "H", "H", "H", "H", "C", "C", "O", "O", "H", "H", "H", "H", "H", "H", "C", "C", "O", "O", "H", "H", "H", "H", "H", "H"],
  "xyz": [[1.24, -6.11, -1.54], [0.24, -4.85, -1.44], [-0.58, -4.52, -0.17], [-1.50, -3.25, -0.15], [-2.31, -2.99, 1.21], [-2.22, -1.96, 1.91], [-3.16, -4.07, 1.64], [-1.56, -2.36, -1.41], [-2.46, -1.01, -1.44], [-1.38, 0.22, -1.54], [-0.19, -0.23, -0.83], [0.98, -0.12, -1.64], [1.69, 0.92, -1.55], [-0.72, -2.82, -2.65], [-0.70, -2.03, -4.07], [0.11, -4.01, -2.60], [0.88, -6.95, -0.84], [2.32, -5.84, -1.25], [1.22, -6.43, -2.65], [-0.50, -5.16, 0.76], [-3.71, -4.30, 0.84], [-3.22, -1.00, -2.28], [-3.01, -0.93, -0.42], [-1.82, 1.16, -1.03], [-1.19, 0.47, -2.64], [1.35, -0.95, -2.36], [-1.40, -1.13, -4.06], [0.38, -1.76, -4.32], [-1.09, -2.77, -4.86], [0.67, -4.26, -3.44], [4.07, 3.09, -3.90], [3.30, 4.35, -4.24], [1.96, 4.00, -4.60], [4.05, 2.20, -5.02], [5.11, 3.31, -3.65], [3.60, 2.56, -3.06], [3.74, 4.85, -5.11], [3.27, 5.05, -3.40], [1.51, 3.70, -3.79], [3.17, 2.28, -5.41], [-6.05, -6.53, 2.94], [-5.08, -7.68, 3.13], [-4.23, -7.77, 1.98], [-6.82, -6.74, 1.76], [-6.73, -6.45, 3.79], [-5.51, -5.58, 2.82], [-5.61, -8.63, 3.21], [-4.46, -7.54, 4.02], [-3.64, -7.00, 1.99], [-6.21, -7.13, 1.11], [-5.98, -0.67, 2.68], [-5.49, -0.23, 4.05], [-4.51, -1.15, 4.51], [-6.52, -1.98, 2.75], [-6.75, 0.01, 2.30], [-5.15, -0.69, 1.96], [-6.31, -0.24, 4.77], [-5.05, 0.78, 4.02], [-3.72, -1.04, 3.97], [-5.95, -2.46, 3.38], [0.94, 4.32, 0.93], [2.14, 3.41, 0.73], [3.21, 3.85, 1.57], [1.30, 5.67, 0.63], [0.11, 4.03, 0.28], [0.61, 4.29, 1.97], [2.50, 3.47, -0.30], [1.90, 2.37, 0.96], [2.95, 3.66, 2.48], [2.21, 5.78, 0.96], [-0.32, 2.99, 4.19], [0.00, 1.89, 5.19], [0.53, 2.47, 6.38], [0.86, 3.74, 3.91], [-0.70, 2.57, 3.26], [-1.06, 3.68, 4.61], [0.76, 1.22, 4.79], [-0.90, 1.30, 5.44], [-0.19, 2.94, 6.82], [1.34, 3.80, 4.75], [6.30, -0.25, -2.44], [6.96, -0.57, -3.77], [5.96, -1.02, -4.70], [5.62, -1.40, -1.95], [7.04, 0.07, -1.70], [5.55, 0.55, -2.57], [7.67, -1.39, -3.65], [7.47, 0.30, -4.19], [5.41, -0.25, -4.92], [5.24, -1.83, -2.72], [-1.58, 3.26, 9.73], [-1.25, 3.00, 11.20], [-0.41, 4.04, 11.68], [-0.37, 3.33, 8.98], [-2.20, 2.46, 9.32], [-2.10, 4.21, 9.62], [-0.70, 2.06, 11.31], [-2.16, 2.95, 11.81], [-0.94, 4.85, 11.73], [0.27, 3.79, 9.55], [7.99, 5.73, -4.56], [6.96, 5.43, -5.64], [5.72, 6.06, -5.30], [7.51, 5.27, -3.30], [8.94, 5.24, -4.77], [8.15, 6.81, -4.47], [6.76, 4.36, -5.69], [7.29, 5.79, -6.61], [5.84, 7.02, -5.39], [6.56, 5.45, -3.29], [-4.35, -2.40, -5.08], [-4.12, -3.01, -6.45], [-4.90, -4.20, -6.58], [-4.01, -3.35, -4.07], [-3.75, -1.50, -4.94], [-5.41, -2.15, -4.94], [-3.08, -3.30, -6.58], [-4.40, -2.31, -7.25], [-5.83, -3.94, -6.63], [-4.29, -4.21, -4.41]]
}


3.
{
  "formula": "C29H69IO7",
  "method": "ωB97M-V/def2-TZVPD",
  "orbital_gap_ev": 9.75,
  "multiplicity": 1,
  "max_force_ha_per_bohr": 0.039,
  "e_above_lowest_kj_mol": 98.96,
  "homo_energy_ev": -9.10,
  "smiles": "CC[C@@H](COC)OCCCCI.CCOCC.CCOCC.CCOCC.CCOCC.CCOCC",
  "elements": ["C", "C", "C", "C", "O", "C", "O", "C", "C", "C", "C", "I", "H", "H", "H", "H", "H", "H", "H", "H", "H", "H", "H", "H", "H", "H", "H", "H", "H", "H", "H", "C", "C", "O", "C", "C", "H", "H", "H", "H", "H", "H", "H", "H", "H", "H", "C", "C", "O", "C", "C", "H", "H", "H", "H", "H", "H", "H", "H", "H", "H", "C", "C", "O", "C", "C", "H", "H", "H", "H", "H", "H", "H", "H", "H", "H", "C", "C", "O", "C", "C", "H", "H", "H", "H", "H", "H", "H", "H", "H", "H", "C", "C", "O", "C", "C", "H", "H", "H", "H", "H", "H", "H", "H", "H", "H"],
  "xyz": [[6.37, -0.86, -4.90], [4.87, -0.46, -5.08], [4.10, -1.28, -6.13], [4.37, -2.84, -6.10], [3.42, -3.55, -5.30], [2.82, -4.61, -6.02], [2.70, -1.08, -5.82], [1.87, -1.35, -6.93], [0.58, -2.04, -6.35], [-0.44, -0.98, -5.79], [-1.28, -1.72, -4.67], [-0.53, -1.33, -2.68], [6.93, 0.01, -4.51], [6.41, -1.62, -4.09], [6.83, -1.32, -5.79], [4.86, 0.59, -5.43], [4.30, -0.44, -4.13], [4.22, -0.91, -7.17], [5.36, -3.12, -5.71], [4.34, -3.19, -7.15], [3.39, -5.55, -5.91], [1.84, -4.80, -5.54], [2.61, -4.37, -7.08], [1.51, -0.40, -7.40], [2.33, -1.98, -7.71], [0.11, -2.73, -7.08], [0.93, -2.60, -5.46], [0.19, -0.18, -5.35], [-1.06, -0.56, -6.60], [-2.34, -1.45, -4.78], [-1.20, -2.80, -4.87], [0.81, 1.39, 2.62], [-0.68, 1.13, 2.52], [-1.43, 2.25, 2.07], [-1.11, 2.72, 0.78], [-1.34, 1.70, -0.32], [1.00, 2.28, 3.22], [1.31, 0.54, 3.09], [1.26, 1.55, 1.64], [-1.07, 0.88, 3.51], [-0.89, 0.26, 1.89], [-0.07, 3.09, 0.75], [-1.75, 3.59, 0.60], [-0.66, 0.86, -0.24], [-1.20, 2.16, -1.30], [-2.36, 1.30, -0.26], [-5.75, 0.40, -9.01], [-4.25, 0.45, -8.79], [-3.82, -0.33, -7.68], [-4.08, -1.72, -7.74], [-3.39, -2.41, -8.90], [-6.28, 0.66, -8.09], [-6.03, 1.10, -9.79], [-6.08, -0.59, -9.32], [-3.95, 1.47, -8.57], [-3.71, 0.15, -9.69], [-5.16, -1.90, -7.75], [-3.70, -2.14, -6.81], [-3.80, -2.09, -9.86], [-3.52, -3.49, -8.83], [-2.32, -2.18, -8.91], [-0.37, -3.14, 6.20], [-1.34, -2.44, 5.27], [-0.76, -2.07, 4.03], [-0.28, -3.13, 3.22], [-1.36, -4.11, 2.80], [0.54, -2.55, 6.32], [-0.83, -3.29, 7.18], [-0.08, -4.12, 5.82], [-1.67, -1.51, 5.74], [-2.24, -3.04, 5.11], [0.55, -3.64, 3.72], [0.14, -2.66, 2.33], [-1.74, -4.67, 3.65], [-0.96, -4.83, 2.08], [-2.20, -3.59, 2.34], [0.88, 6.26, 3.34], [1.78, 5.19, 3.95], [2.97, 5.70, 4.52], [2.81, 6.61, 5.59], [2.10, 6.01, 6.79], [1.45, 6.88, 2.64], [0.04, 5.80, 2.82], [0.48, 6.93, 4.11], [2.08, 4.50, 3.16], [1.23, 4.60, 4.69], [2.30, 7.52, 5.25], [3.81, 6.91, 5.89], [1.06, 5.78, 6.57], [2.11, 6.71, 7.63], [2.58, 5.08, 7.10], [-2.38, 1.57, 8.77], [-2.16, 0.07, 8.74], [-0.80, -0.30, 8.92], [-0.21, 0.07, 10.15], [-0.88, -0.54, 11.36], [-1.72, 2.07, 8.06], [-3.42, 1.80, 8.51], [-2.19, 1.99, 9.76], [-2.45, -0.31, 7.76], [-2.79, -0.44, 9.47], [-0.16, 1.16, 10.23], [0.83, -0.27, 10.10], [-1.89, -0.16, 11.50], [-0.30, -0.32, 12.26], [-0.95, -1.63, 11.25]]
}


4.
{
  "formula": "C29H70N4O12V2",
  "method": "ωB97M-V/def2-TZVPD",
  "orbital_gap_ev": [7.54, 3.90],
  "multiplicity": 2,
  "charge": 1,
  "max_force_ha_per_bohr": 0.101,
  "homo_energy_ev": [-10.62, -10.62],
  "elements": ["O", "V", "O", "O", "V", "O", "C", "C", "O", "H", "H", "H", "H", "H", "C", "C", "O", "H", "H", "H", "H", "H", "C", "C", "C", "O", "C", "N", "H", "H", "H", "H", "H", "H", "H", "H", "H", "H", "H", "C", "O", "C", "C", "N", "C", "C", "O", "C", "H", "H", "H", "H", "H", "H", "H", "H", "H", "H", "H", "H", "H", "H", "H", "C", "O", "C", "C", "N", "C", "C", "O", "C", "H", "H", "H", "H", "H", "H", "H", "H", "H", "H", "H", "H", "H", "H", "H", "C", "C", "C", "C", "C", "C", "N", "O", "C", "C", "C", "H", "H", "H", "H", "H", "H", "H", "H", "H", "H", "H", "H", "H", "H", "H", "H", "H", "H", "H"],
  "xyz": [[24.42, -15.56, 21.14], [25.74, -16.41, 21.32], [25.78, -16.85, 22.91], [28.93, -17.32, 20.76], [28.33, -17.20, 19.24], [29.49, -16.63, 18.32], [27.15, -14.25, 17.43], [26.22, -14.56, 18.66], [26.92, -15.49, 19.44], [26.47, -13.82, 16.70], [27.47, -15.15, 16.91], [27.99, -13.61, 17.71], [25.29, -14.95, 18.26], [25.99, -13.60, 19.12], [24.67, -19.43, 21.55], [25.79, -19.51, 20.50], [26.35, -18.22, 20.23], [23.79, -18.85, 21.28], [24.99, -19.33, 22.59], [24.34, -20.44, 21.79], [25.48, -20.01, 19.58], [26.45, -20.18, 21.05], [26.54, -23.53, 19.11], [25.27, -23.21, 18.33], [24.78, -24.49, 17.55], [23.76, -24.21, 16.59], [24.16, -23.58, 15.50], [24.30, -22.74, 19.34], [27.02, -22.67, 19.58], [27.39, -23.82, 18.50], [26.48, -24.24, 19.94], [25.47, -22.44, 17.59], [24.32, -25.08, 18.34], [25.59, -25.08, 17.13], [23.26, -23.05, 15.19], [24.36, -24.36, 14.77], [25.04, -22.94, 15.56], [23.52, -22.69, 18.71], [24.52, -21.76, 19.48], [22.60, -18.83, 18.36], [22.39, -19.91, 19.31], [21.38, -19.73, 20.25], [21.32, -21.11, 20.97], [20.04, -21.80, 20.87], [19.90, -22.73, 19.82], [19.43, -22.12, 18.46], [18.13, -21.49, 18.75], [17.83, -20.32, 18.02], [22.58, -17.92, 18.95], [21.81, -18.62, 17.64], [23.63, -18.91, 18.00], [20.44, -19.38, 19.82], [21.62, -19.03, 21.06], [21.49, -20.89, 22.03], [22.05, -21.84, 20.63], [19.30, -21.13, 20.69], [19.25, -23.56, 20.10], [20.88, -23.19, 19.74], [19.36, -22.74, 17.57], [20.15, -21.41, 18.05], [16.75, -20.27, 17.84], [18.47, -20.23, 17.14], [18.12, -19.55, 18.74], [25.62, -19.26, 13.02], [26.48, -18.72, 14.02], [25.71, -18.60, 15.28], [26.55, -17.64, 16.17], [27.30, -18.35, 17.25], [28.47, -19.10, 16.71], [29.13, -20.07, 17.78], [29.71, -19.31, 18.78], [29.95, -19.93, 20.05], [24.65, -18.79, 12.85], [25.54, -20.35, 13.00], [26.13, -19.25, 12.06], [25.69, -19.63, 15.62], [24.75, -18.09, 15.13], [25.83, -17.20, 16.86], [27.09, -16.86, 15.63], [26.59, -19.00, 17.57], [29.23, -18.43, 16.30], [28.07, -19.75, 15.93], [29.87, -20.80, 17.47], [28.22, -20.48, 18.23], [29.12, -19.80, 20.73], [30.72, -19.41, 20.61], [30.30, -20.95, 19.89], [22.14, -19.65, 24.53], [21.71, -18.76, 25.78], [22.43, -17.37, 25.58], [22.01, -16.24, 26.47], [20.45, -16.19, 26.57], [19.69, -17.47, 26.76], [20.29, -18.44, 25.79], [19.53, -19.51, 25.58], [19.84, -17.95, 28.21], [18.24, -17.29, 26.41], [22.17, -19.63, 26.93], [23.21, -19.84, 24.38], [21.73, -19.18, 23.64], [21.64, -20.61, 24.39], [23.48, -17.62, 25.77], [22.17, -17.04, 24.57], [22.47, -15.30, 26.19], [22.33, -16.33, 27.51], [20.23, -15.68, 25.63], [20.12, -15.51, 27.36], [20.77, -17.89, 28.78], [19.22, -17.37, 28.88], [19.58, -19.01, 28.26], [17.76, -16.39, 26.79], [18.07, -17.24, 25.33], [17.55, -18.02, 26.82], [22.90, -20.43, 26.82], [21.32, -20.01, 27.51], [22.61, -18.92, 27.62], [19.06, -19.25, 24.78]]
}


E
In order: -64469.82686 -77695.07019 -53621.11969 -113097.73171
Unit: eV